Density functional theory data (wB97M-V/def2-TZVPD) for 12 unconnected molecules or ions with the total composition C38H51FO36 at a distorted geometry.

strongest force on any atom = 7.02 eV/Å
Kohn-Sham gap = 0.3240 hartree
E = -116657.279 eV
net charge = 0

Each line ends with the Mulliken charge.
Cartesian coordinates (Å):
O  -3.89  6.12  -4.99  -0.61
C  -3.58  5.05  -4.40  0.56
O  -4.37  4.02  -4.12  -0.37
C  -3.70  3.03  -3.37  0.90
C  -2.25  3.46  -3.50  0.73
F  -1.68  2.74  -4.43  -0.36
O  -2.36  4.82  -3.90  -0.40
H  -4.08  3.09  -2.35  -0.69
H  -3.80  1.95  -3.54  0.11
H  -1.68  3.46  -2.57  0.15
C  1.29  0.50  -0.23  -0.23
C  -0.21  0.20  -0.38  2.99
C  -0.99  -0.26  0.80  1.42
O  -2.08  0.68  0.85  -0.29
C  -1.96  1.58  -0.10  0.43
O  -2.70  2.58  -0.26  -0.68
O  -0.82  1.40  -0.78  -0.68
H  1.46  1.43  0.33  0.44
H  1.75  0.56  -1.21  -0.37
H  1.86  -0.31  0.22  -0.22
H  -0.37  -0.63  -1.07  -1.39
H  -0.50  -0.23  1.77  -2.08
H  -1.41  -1.25  0.65  0.53
C  4.84  -4.74  1.96  -1.15
C  5.15  -3.39  1.25  0.11
C  3.93  -2.53  0.78  1.30
O  3.98  -1.40  1.69  0.73
C  5.09  -1.50  2.44  0.17
O  5.43  -0.59  3.20  -0.57
O  5.79  -2.60  2.22  -0.36
H  5.74  -5.32  2.18  0.40
H  4.18  -5.37  1.35  0.11
H  4.19  -4.58  2.82  0.33
H  5.79  -3.52  0.38  0.39
H  3.07  -3.20  0.83  -1.10
H  3.90  -2.26  -0.27  -0.06
O  2.23  3.34  6.05  -0.60
C  2.44  2.67  5.08  0.64
O  2.20  1.37  4.97  -0.45
C  2.40  0.87  3.66  1.12
C  3.35  1.91  3.12  0.13
O  3.18  3.02  4.00  -0.41
H  2.74  -0.16  3.60  0.02
H  1.42  0.83  3.17  -0.84
H  3.20  2.18  2.08  0.11
H  4.40  1.66  3.25  0.20
O  -7.75  0.35  -2.98  -0.65
C  -7.18  0.22  -1.84  0.62
O  -6.97  -0.97  -1.23  -0.34
C  -6.54  -0.75  0.14  -0.27
C  -5.93  0.61  -0.04  0.56
O  -6.68  1.20  -1.14  -0.28
H  -7.36  -0.81  0.85  0.29
H  -5.79  -1.44  0.52  0.28
H  -4.86  0.67  -0.20  -0.30
H  -6.23  1.29  0.76  0.02
O  3.56  2.79  -0.69  -0.54
C  4.58  2.05  -0.86  0.35
O  5.77  2.48  -1.32  -0.42
C  6.78  1.53  -1.02  -0.52
C  5.99  0.25  -0.80  -0.08
O  4.68  0.78  -0.57  0.16
H  7.47  1.43  -1.87  0.34
H  7.42  1.64  -0.14  0.30
H  6.34  -0.22  0.12  0.07
H  6.06  -0.50  -1.59  0.25
O  -0.02  -1.07  4.07  -0.50
C  0.14  -2.24  3.70  0.20
O  -0.40  -3.26  4.30  -0.35
C  0.16  -4.46  3.75  -0.53
C  0.71  -3.91  2.49  0.34
O  1.02  -2.60  2.75  0.27
H  0.99  -4.96  4.24  0.27
H  -0.66  -5.14  3.54  0.38
H  0.10  -3.91  1.59  0.03
H  1.62  -4.44  2.23  -0.14
O  1.61  1.94  -3.90  -0.54
C  2.09  0.82  -4.05  0.62
O  3.42  0.44  -3.94  -0.27
C  3.50  -0.80  -4.62  -0.56
C  2.19  -1.38  -4.18  0.37
O  1.29  -0.27  -4.27  -0.17
H  3.57  -0.72  -5.70  0.28
H  4.34  -1.35  -4.18  0.37
H  2.11  -1.85  -3.21  -0.49
H  1.85  -2.13  -4.90  0.45
O  -7.02  3.56  3.28  -0.55
C  -6.36  4.06  2.41  0.68
O  -5.22  4.93  2.49  -0.39
C  -4.74  5.26  1.26  0.09
C  -5.70  4.59  0.36  0.29
O  -6.72  4.04  1.11  -0.36
H  -4.75  6.33  1.04  0.28
H  -3.71  4.89  1.15  0.02
H  -5.30  3.78  -0.26  -0.38
H  -6.13  5.29  -0.35  0.36
O  -3.67  -1.77  -1.31  -0.58
C  -2.90  -1.49  -2.20  0.56
O  -2.10  -2.39  -2.71  -0.36
C  -1.32  -1.82  -3.70  0.24
C  -1.62  -0.38  -3.61  0.04
O  -2.64  -0.32  -2.72  -0.14
H  -0.31  -2.06  -3.38  -0.47
H  -1.49  -2.35  -4.64  0.23
H  -2.00  -0.08  -4.59  0.60
H  -0.83  0.29  -3.30  -0.03
O  1.10  -2.83  -0.79  0.30
C  1.12  -4.04  -1.05  -0.20
O  1.50  -4.97  -0.18  -0.17
C  1.64  -6.19  -0.79  -0.63
C  0.88  -6.01  -2.07  -0.42
O  0.87  -4.58  -2.25  -0.36
H  2.69  -6.49  -0.85  0.34
H  1.17  -7.03  -0.28  0.37
H  -0.15  -6.38  -2.05  0.32
H  1.51  -6.55  -2.78  0.32
O  0.36  4.31  1.78  -0.70
C  -0.46  3.66  2.50  0.61
O  -0.38  2.38  2.69  0.12
C  -1.23  1.99  3.74  -0.26
C  -2.19  3.11  3.85  -0.14
O  -1.50  4.11  3.09  -0.37
H  -1.71  1.16  3.22  -0.01
H  -0.82  1.65  4.70  0.34
H  -2.28  3.43  4.88  0.35
H  -3.11  2.92  3.30  0.06